{
  "formula": "C5H24NO8",
  "method": "ωB97M-V with the def2-TZVPD basis set",
  "elements": ["C", "O", "C", "C", "C", "C", "O", "N", "H", "H", "H", "H", "H", "H", "H", "H", "H", "H", "H", "H", "H", "H", "O", "H", "H", "O", "H", "H", "O", "H", "H", "O", "H", "H", "O", "H", "H", "O"],
  "coordinates": [[-1.372069, -0.802314, 1.223874], [-2.510577, -0.967074, 0.497985], [-0.591087, 0.375255, 0.626498], [0.949611, 0.348642, 0.943377], [1.341364, 1.533410, 1.722011], [0.563448, 1.380166, 3.094440], [-0.654388, 1.311763, 3.090798], [-0.634912, 0.161408, -0.935596], [-1.551553, -0.828858, 2.329066], [-0.860567, -1.771370, 0.980561], [-3.074454, -0.190514, 0.678015], [-1.026683, 1.320397, 0.928472], [1.472734, 0.217712, 0.040664], [1.064523, -0.552103, 1.647358], [2.413490, 1.501693, 2.034101], [0.935880, 2.469053, 1.376880], [1.037832, 1.420827, 3.927625], [0.183167, -0.500118, -1.159232], [-1.600258, -0.116966, -1.001451], [-0.523065, 0.997737, -1.492314], [1.397164, -2.386012, -0.567745], [2.046535, -3.131695, 0.485611], [2.243491, -2.706318, -0.316235], [-3.907973, 2.205946, 0.680200], [-2.811737, 2.239917, 1.554794], [-2.979478, 1.996920, 0.637765], [2.019131, -0.820129, -2.338805], [2.020537, -1.771303, -3.558705], [1.470628, -1.343497, -2.930981], [-0.127098, -2.816170, -2.180170], [-1.324406, -2.952482, -1.060497], [-0.624857, -2.530399, -1.458063], [-1.878471, 3.399074, -1.877572], [-2.221671, 2.111631, -2.691722], [-1.788374, 2.381464, -1.841518], [4.035337, 0.334547, -1.175501], [3.487703, -1.184148, -0.643121], [3.381103, -0.336092, -1.270868]],
  "atomic_forces_ev_per_a": [[1.8, -1.7, 0.2], [-2.9, 0.6, -0.7], [2.3, -0.3, -0.7], [-2.5, -1.8, 1.8], [0.4, -0.2, 3.6], [-3.9, 0.6, -6.7], [0.8, 0.0, 0.5], [1.9, -0.1, 2.1], [0.4, 0.7, -0.9], [0.4, 0.9, 0.5], [-0.1, -0.3, -0.2], [0.0, -0.2, -0.7], [1.1, -0.2, -0.8], [0.4, 0.9, -1.3], [-0.7, 0.6, -0.8], [0.5, 0.6, -0.6], [3.5, 0.1, 5.8], [-2.6, 0.5, -0.1], [-0.4, -1.3, -1.0], [0.0, 0.8, 0.2], [-1.4, 0.4, -0.9], [0.0, -1.1, 1.8], [1.5, 0.6, -0.9], [-1.0, 0.1, -0.9], [0.9, -0.1, 0.4], [-0.4, 0.0, 0.9], [0.9, 0.0, -0.2], [1.0, -0.4, -0.7], [-1.9, 0.4, 0.8], [0.5, -1.5, -1.8], [-2.2, -2.3, 0.4], [1.8, 3.7, 1.4], [0.3, -2.4, 0.2], [0.5, 0.3, 1.0], [-0.8, 2.3, -1.7], [1.0, 0.3, 0.5], [-0.1, 2.8, -1.9], [-1.0, -3.1, 1.5]],
  "mulliken_charge": [-0.662, -0.575, 0.474, -0.971, -0.862, -0.233, -0.470, -0.076, 0.366, 0.253, 0.384, 0.318, 0.667, 0.250, 0.357, 0.369, 0.676, -0.166, 0.439, 0.436, 0.370, 0.297, -0.634, 0.297, 0.306, -0.571, 0.335, 0.302, -0.607, 0.260, 0.242, -0.506, 0.293, 0.307, -0.632, 0.279, 0.353, -0.663],
  "total_energy_ha": -861.28186,
  "charge": 1,
  "molar_mass_g_mol": 226.25,
  "de_lowest_kcal_mol": 85.2,
  "homo_ev": -13.07,
  "orbital_gap_ev": 10.5,
  "lumo_energy_ev": -2.538
}

{
  "formula": "C5H25NO7S2",
  "method": "ωB97M-V with the def2-TZVPD basis set",
  "elements": ["C", "C", "S", "C", "N", "C", "C", "S", "H", "H", "H", "H", "H", "H", "H", "H", "H", "H", "H", "H", "H", "O", "H", "H", "O", "H", "H", "O", "H", "H", "O", "H", "H", "O", "H", "H", "O", "H", "H", "O"],
  "coordinates": [[1.185923, -0.419770, 0.841823], [2.688687, -0.437381, 1.141748], [3.640421, 0.203768, -0.372490], [0.427954, -1.232465, 1.876316], [-0.234806, -2.460287, 1.453986], [-1.686987, -2.363466, 1.127861], [-2.298003, -1.823414, -0.161511], [-3.928809, -1.260930, 0.450096], [0.870867, 0.635107, 0.877789], [1.107162, -0.757456, -0.203779], [3.026386, 0.126105, 2.023639], [2.986340, -1.486308, 1.123049], [-0.323710, -0.592779, 2.371848], [1.163695, -1.464979, 2.639406], [0.135316, -2.937891, 0.637525], [-2.093682, -1.800161, 1.983586], [-2.137565, -3.382722, 1.242680], [-1.722275, -1.124156, -0.790291], [-2.479612, -2.597911, -0.930620], [2.448172, 2.675096, -0.566854], [2.503465, 3.337425, 0.863615], [2.278185, 3.493301, -0.066788], [-0.375993, -1.914438, -3.177938], [-1.716202, -1.727803, -2.687381], [-1.272433, -2.220838, -3.391801], [-0.015364, 2.053636, -2.751871], [1.333986, 1.924780, -2.094243], [0.768391, 2.574461, -2.528677], [2.491609, -1.047634, -3.195225], [2.084955, 0.362570, -2.586695], [1.833562, -0.358885, -3.185312], [-3.078743, 1.212385, -0.550769], [-1.862847, 1.769439, 0.125094], [-2.237279, 1.645563, -0.752566], [-1.593678, 0.720593, 2.908929], [-2.344194, -0.364270, 3.648132], [-1.634554, 0.272671, 3.768339], [0.453215, 3.890089, 0.230212], [-0.054275, 3.338767, -1.125695], [-0.337278, 3.540188, -0.215167]],
  "atomic_forces_ev_per_a": [[0.7, 0.9, 0.0], [0.7, 0.2, -2.3], [-0.5, 0.4, 0.6], [-0.4, 0.4, -0.1], [-1.9, -0.5, -1.3], [0.5, -1.1, 2.0], [-0.4, 0.0, -1.6], [0.5, 0.2, -0.6], [-0.1, -0.2, -0.3], [-0.3, -0.1, 0.4], [-0.4, -0.4, -0.1], [0.2, 0.0, 0.8], [0.5, -0.7, -0.3], [0.0, -0.4, 0.4], [0.9, 0.3, 0.3], [0.0, 0.0, -0.3], [0.5, 0.7, 0.0], [-0.1, 0.7, 1.2], [-0.1, -0.3, 0.8], [0.4, -0.2, 0.8], [0.2, -0.5, -0.7], [0.3, 0.6, 0.3], [0.3, -0.2, -0.6], [-0.5, -0.2, -0.4], [0.4, 0.5, 0.8], [0.0, 0.0, -0.1], [0.1, 0.1, 0.2], [-0.3, -0.2, -0.4], [0.6, 0.2, 0.6], [0.8, -1.1, 0.2], [-1.4, 0.4, -0.8], [0.1, 0.0, -0.2], [0.5, 0.5, -0.2], [-0.6, -0.5, 0.1], [0.0, 0.0, 0.4], [-0.1, -0.1, 0.1], [-0.3, 0.4, -0.2], [-0.2, -0.4, -0.7], [0.2, 0.1, 0.5], [-0.7, 0.4, 0.6]],
  "mulliken_charge": [0.263, -0.898, -0.602, -0.222, -0.227, -0.897, 0.038, -0.196, 0.033, 0.011, 0.308, 0.346, -0.259, 0.418, 0.287, 0.122, 0.347, 0.079, 0.384, 0.205, 0.319, -0.715, 0.363, 0.335, -0.682, 0.358, 0.228, -0.688, 0.322, 0.164, -0.606, 0.226, 0.286, -0.546, 0.377, 0.301, -0.658, 0.338, 0.389, -0.650],
  "total_energy_ha": -1583.27189,
  "spin_multiplicity": 2,
  "charge": -1,
  "molar_mass_g_mol": 275.39,
  "homo_ev": [-3.70, -3.70],
  "s_squared": 0.753,
  "orbital_gap_ev": [6.0, 3.4],
  "lumo_energy_ev": [2.271, -0.351]
}

{
  "formula": "C5H26N2O8",
  "method": "ωB97M-V with the def2-TZVPD basis set",
  "elements": ["O", "C", "N", "C", "C", "C", "C", "N", "H", "H", "H", "H", "H", "H", "H", "H", "H", "H", "H", "H", "H", "H", "O", "H", "H", "O", "H", "H", "O", "H", "H", "O", "H", "H", "O", "H", "H", "O", "H", "H", "O"],
  "coordinates": [[1.952296, 1.773086, 1.267594], [1.370515, 0.960454, 0.574092], [1.257394, -0.358832, 1.060061], [1.692814, -0.605600, 2.438077], [0.052545, -1.177640, 0.757875], [0.991886, 1.009272, -0.918829], [2.097374, 1.697485, -1.706628], [-0.354327, 1.541928, -0.999220], [2.487821, -1.368135, 2.431990], [2.136098, 0.308777, 2.852532], [0.968743, -0.885118, 3.201668], [0.204155, -1.543629, -0.238203], [-0.918208, -0.768047, 1.061714], [0.009403, -2.042836, 1.401323], [1.025769, -0.046838, -1.287967], [1.822699, 1.883100, -2.767493], [2.130865, 2.790551, -1.516986], [2.978339, 1.121764, -1.453273], [-0.447592, 2.535683, -0.789671], [-0.913932, 1.156403, -0.244969], [-0.163989, 3.809965, 1.589213], [1.361536, 4.017632, 2.011589], [0.506514, 4.425973, 1.871374], [-2.982477, -0.020986, -0.298605], [-3.822329, 0.601211, 0.854255], [-2.925637, 0.478224, 0.540138], [0.464625, -4.005825, 0.233132], [-0.439936, -3.730272, -0.937277], [-0.435433, -3.726517, 0.031146], [2.537240, -1.929278, -1.210624], [3.489280, -1.826024, -2.399882], [2.658872, -2.222577, -2.122538], [-2.353368, 2.636457, 2.423428], [-1.374193, 1.737654, 3.015691], [-2.294012, 2.003087, 3.151072], [-2.690299, 0.338857, -2.195170], [-2.725705, -1.236754, -2.267327], [-3.240682, -0.438646, -2.032040], [-2.234278, -2.941356, -3.251391], [-2.101225, -3.239342, -1.695522], [-1.779164, -2.713327, -2.434347]],
  "atomic_forces_ev_per_a": [[-0.5, 1.0, -0.9], [1.5, -2.4, 0.4], [-1.6, 0.0, 1.6], [1.5, 0.8, 0.5], [0.8, 0.1, 0.5], [0.4, 0.0, 0.5], [-1.7, 1.9, -0.5], [-1.0, 0.4, -0.2], [-0.3, 0.1, 0.0], [0.1, -0.2, -0.3], [-0.7, -0.2, -0.6], [-1.0, 0.0, -0.5], [0.1, 0.8, -0.9], [0.9, -0.3, 0.1], [-0.5, 0.9, 0.3], [0.4, -1.5, 0.2], [0.6, -0.6, 1.2], [0.6, 0.5, -0.6], [0.7, 0.0, -0.4], [-0.3, -0.5, -0.2], [0.4, -0.6, 0.0], [-0.2, -0.8, -0.3], [-0.2, 1.3, 0.2], [-0.4, 0.1, 0.1], [-0.1, 0.0, 0.0], [0.5, 0.0, 0.0], [-0.1, -0.1, 0.1], [0.1, 0.0, 0.1], [-0.1, -0.8, -0.7], [0.1, 0.0, -0.1], [0.0, 0.0, 0.0], [-0.1, 0.0, 0.2], [-0.6, 0.0, 0.1], [-0.1, -0.4, 0.4], [0.6, 0.3, -0.5], [0.2, -0.2, -0.2], [0.2, 0.6, 0.2], [-0.1, 0.0, 0.0], [-0.1, -0.5, 0.2], [-0.5, -0.2, -0.3], [0.4, 0.3, 0.0]],
  "mulliken_charge": [-0.632, 0.175, 0.347, -1.199, -1.154, 0.755, -1.524, -0.489, 0.305, 0.404, 0.398, 0.396, 0.261, 0.509, 0.090, 0.370, 0.322, 0.349, 0.310, 0.091, 0.262, 0.347, -0.620, 0.322, 0.275, -0.566, 0.321, 0.281, -0.638, 0.320, 0.306, -0.632, 0.303, 0.301, -0.609, 0.333, 0.465, -0.784, 0.322, 0.368, -0.760],
  "total_energy_ha": -917.48616,
  "smiles": "C[C@H](N)C(=O)N(C)C.O.O.O.O.O.O.O",
  "charge": 0,
  "molar_mass_g_mol": 242.27,
  "de_lowest_kcal_mol": 68.2,
  "homo_ev": -9.29,
  "orbital_gap_ev": 9.3,
  "lumo_energy_ev": 0.054
}